Entry 1:
{"formula": "C6H8N2", "method": "ωB97M-V with the def2-TZVPD basis set", "total_charge": 0, "total_energy_ev": -9325.4159, "mol_weight_g_mol": 108.144, "e_above_lowest_kcal_mol": 145.1, "species": ["C", "C", "C", "C", "C", "C", "N", "N", "H", "H", "H", "H", "H", "H", "H", "H"], "xyz": [[-0.405, -1.535, -0.062], [0.838, -0.845, 0.525], [0.404, 0.504, 1.205], [-0.974, 0.747, 0.647], [-0.647, 0.831, -0.792], [0.624, 0.934, -0.992], [1.294, 0.519, 0.173], [-1.281, -0.402, -0.236], [-0.310, -2.545, -0.883], [-0.494, -2.173, 0.983], [1.591, -1.665, 0.697], [0.468, 1.031, 2.166], [-1.629, 1.361, 1.111], [-1.378, 0.993, -1.550], [1.164, 0.213, -1.655], [0.737, 2.032, -1.338]], "forces_ev_per_a": [[1.76, -2.14, 2.54], [1.67, -0.43, 0.51], [-2.42, -1.13, 2.80], [2.34, -2.37, -2.06], [-10.96, -2.57, 0.22], [9.70, 1.77, -4.37], [2.94, -0.75, -0.25], [-1.81, -0.89, -0.05], [-0.30, 3.89, 1.84], [-1.22, 1.25, -2.50], [-0.13, 1.62, 0.76], [1.11, -0.76, -0.01], [-2.48, 1.18, 1.53], [-0.19, 1.71, -0.46], [-0.99, 1.03, -1.02], [0.97, -1.42, 0.52]]}



Entry 2:
{"formula": "C6H8N2", "method": "ωB97M-V with the def2-TZVPD basis set", "total_charge": 0, "total_energy_ev": -9330.3385, "mol_weight_g_mol": 108.144, "e_above_lowest_kcal_mol": 31.6, "species": ["N", "C", "C", "C", "C", "C", "N", "C", "H", "H", "H", "H", "H", "H", "H", "H"], "xyz": [[0.958, 1.827, 1.600], [0.514, 0.660, 1.039], [0.007, -0.487, 1.679], [-0.430, -1.527, 0.800], [-0.529, -1.515, -0.580], [-0.220, -0.279, -1.087], [-0.381, -0.080, -2.487], [0.410, 0.634, -0.301], [1.034, 2.637, 0.853], [0.521, 2.328, 2.534], [0.090, -0.686, 2.727], [-0.570, -2.476, 1.151], [-0.989, -2.456, -1.108], [-1.092, -0.781, -2.859], [-0.236, 0.717, -3.138], [0.913, 1.485, -0.823]], "forces_ev_per_a": [[0.02, 5.22, 1.80], [-1.96, -1.11, 1.85], [0.17, -0.91, -1.71], [1.01, 1.36, 0.47], [-1.60, -1.32, 0.81], [0.65, 0.21, -3.52], [-1.67, -1.66, -1.06], [1.22, 2.57, -2.89], [-0.20, -2.41, 2.17], [1.29, -2.53, -3.24], [-0.09, 0.09, 0.41], [-0.73, -2.18, 1.76], [1.14, 2.26, 0.77], [1.59, 1.60, 0.46], [-0.04, -0.69, 1.74], [-0.82, -0.50, 0.19]]}



no.,HOMO-LUMO gap (eV)
1,9.32
2,8.71